# 1
A cluster of 3 separate species, C51H49N2O6 in total at a distorted geometry, computed with ωB97M-V with the def2-TZVPD basis set.

Structure (XYZ):
```
108
Properties=species:S:1:pos:R:3:forces:R:3:lowdin_charge:R:1
C 3.81014 -3.04933 -1.32101 -0.1 0.6 0.8 -0.02
C 4.34315 -1.49167 -1.20832 1.7 0.8 -4.4 -0.30
O 4.96658 -0.99033 -2.28338 -3.5 -2.2 7.0 -0.05
O 4.07745 -0.77890 0.05183 2.7 -1.6 -2.8 -0.10
C 5.26588 0.05999 0.35747 0.9 1.5 -0.8 -0.17
C 4.96901 1.55218 -0.27899 -0.5 0.1 1.3 -0.17
C 4.19400 2.41954 0.91587 0.6 0.1 -0.8 -0.19
C 4.42463 4.05763 0.67395 -0.6 -0.7 1.4 -0.19
C 2.97627 4.82542 0.66944 -0.3 0.5 -0.6 -0.18
C 2.64257 5.60226 -0.77423 -0.9 0.3 0.4 -0.15
C 1.80170 4.65129 -1.81781 -3.1 -1.1 -0.9 -0.02
C 0.15389 4.58683 -1.53409 1.5 -2.4 -3.3 0.07
C -0.81911 3.65735 -2.48354 3.8 0.7 -0.3 -0.08
C -2.43399 3.68081 -2.17073 -0.2 -0.3 0.6 -0.17
C -3.15092 2.20550 -2.15229 -2.1 -4.1 1.0 -0.16
C -3.48471 1.26339 -3.45335 -0.9 -0.9 3.3 -0.05
C -4.26246 -0.20620 -3.27258 0.4 1.5 3.1 -0.06
C -4.73750 -0.79651 -1.78908 2.5 4.8 -0.5 -0.02
C -4.40905 0.14813 -0.48937 0.5 0.7 -2.9 -0.17
C -4.90047 -0.42258 0.98722 0.7 0.0 -1.0 -0.11
C -3.62762 1.60822 -0.66664 -0.6 -1.6 -3.0 0.02
C -0.09026 2.81158 -3.68377 2.5 2.5 2.6 0.05
C 1.56463 2.94405 -3.87100 -3.4 1.0 2.0 0.08
N 2.43464 3.84957 -2.97500 -4.3 0.0 1.0 -0.05
C 3.92679 4.00332 -3.16559 2.3 -0.5 -0.8 -0.16
C 4.47244 3.56657 -4.66767 -0.3 1.3 0.0 -0.25
N 5.96259 3.88461 -4.67694 -1.2 -0.7 0.3 -0.04
H 2.77698 -3.07549 -1.91570 2.3 0.0 1.4 0.09
H 4.61927 -3.66862 -1.91266 -1.7 1.5 1.2 0.11
H 3.68138 -3.50523 -0.22839 0.1 1.1 -2.5 0.10
H 5.42688 0.13417 1.51749 -0.7 -0.3 -2.3 0.13
H 6.26406 -0.37002 -0.10216 -2.3 0.6 0.8 0.14
H 5.96130 2.10418 -0.63757 -2.1 -1.3 0.8 0.13
H 4.18933 1.46402 -1.16474 1.9 0.0 1.7 0.11
H 4.57937 2.10251 1.99151 -0.7 0.7 -2.4 0.12
H 3.06463 2.11351 0.85011 2.1 0.8 0.2 0.11
H 5.05171 4.41544 1.62272 -1.3 -0.5 -2.3 0.13
H 5.02820 4.27465 -0.30541 -1.2 -0.4 1.9 0.09
H 2.91944 5.66884 1.49918 0.2 -1.8 -1.8 0.12
H 2.06579 4.08389 0.83072 2.0 1.5 -0.1 0.11
H 3.58145 6.13065 -1.22733 -1.8 -1.3 0.7 0.11
H 1.89556 6.48051 -0.46367 1.5 -2.0 -1.0 0.13
H -0.33683 5.21629 -0.64720 1.5 -1.5 -2.2 0.13
H -2.54843 4.12509 -1.07274 0.3 -1.0 -2.4 0.11
H -3.04068 4.43900 -2.86398 1.6 -1.8 1.2 0.15
H -3.17949 1.68023 -4.52491 -0.9 -1.2 2.5 0.09
H -4.53323 -0.88846 -4.20626 0.8 1.9 2.1 0.08
H -5.29732 -1.82547 -1.64106 1.3 2.4 -0.5 0.10
H -5.60921 -1.35214 0.80175 1.5 2.1 0.4 0.08
H -5.46964 0.39826 1.61154 1.3 -1.7 -1.3 0.09
H -3.92551 -0.81240 1.53217 -2.2 1.0 -0.9 0.09
H -3.41379 2.30364 0.27647 -0.6 -1.8 -2.2 0.10
H -0.76114 2.12037 -4.38435 2.0 1.6 1.7 0.11
H 2.00704 2.28076 -4.74724 -0.5 1.9 2.3 0.13
H 4.27862 5.13651 -3.03313 -1.1 -2.6 -0.2 0.15
H 4.51636 3.29855 -2.40486 -1.5 1.7 -1.4 0.12
H 3.97729 4.35293 -5.41707 0.9 -2.1 1.4 0.14
H 4.21345 2.45727 -4.93480 0.4 2.0 0.5 0.11
H 6.38513 3.77932 -5.62502 -0.5 -0.1 1.4 0.09
H 6.47139 3.34705 -3.94136 -0.5 0.4 -1.3 0.08
C -5.61163 0.78983 8.90903 0.3 0.2 -0.1 -0.05
C -5.93488 0.01408 7.79605 0.3 0.1 -0.2 -0.05
C -5.10995 0.03021 6.67022 -0.2 0.0 0.2 0.01
C -3.96386 0.83435 6.65240 -0.5 -0.2 0.2 -0.09
C -3.65407 1.62861 7.75571 -0.5 -0.2 0.3 -0.09
C -4.47368 1.59758 8.89149 -0.2 -0.2 0.0 0.01
C -2.47504 2.51813 7.72893 0.2 0.8 1.3 -0.28
O -2.20022 3.21349 8.69907 -0.1 -0.4 -0.7 0.10
C -1.63766 2.56398 6.51370 0.6 0.3 -0.4 -0.08
C -0.55042 3.44549 6.45293 0.2 0.0 -0.3 0.01
C 0.25466 3.48564 5.31252 -0.3 -0.1 0.3 -0.06
C -0.01710 2.64142 4.23626 -0.3 -0.2 0.1 -0.07
C -1.10287 1.76629 4.29185 0.2 0.2 0.0 0.00
C -1.92047 1.73479 5.42933 0.5 0.3 -0.3 -0.08
C -3.08753 0.83139 5.46413 -0.4 -0.9 -1.0 -0.28
O -3.32980 0.09243 4.51681 0.2 0.4 0.4 0.08
H -6.24950 0.77029 9.78997 0.1 0.0 -0.2 0.11
H -6.82869 -0.60576 7.80495 0.2 0.1 0.0 0.11
H -5.36578 -0.58198 5.80698 0.2 0.2 0.1 0.12
H -4.23067 2.20462 9.76182 0.1 -0.1 -0.3 0.12
H -0.32948 4.10569 7.29014 -0.2 -0.3 -0.1 0.12
H 1.09525 4.17459 5.26536 -0.2 -0.1 0.0 0.11
H 0.61418 2.66732 3.35069 -0.1 0.0 0.1 0.09
H -1.31179 1.11366 3.44580 -0.1 0.1 0.3 0.12
C -3.04318 -4.08641 -4.03096 0.2 -0.3 0.1 -0.06
C -1.99474 -3.32331 -3.51768 0.3 -0.2 0.1 -0.06
C -0.87097 -3.95279 -2.97994 -0.3 0.2 -0.1 0.01
C -0.80042 -5.35072 -2.94417 -0.3 0.5 -0.1 -0.08
C -1.85939 -6.11352 -3.43495 -0.3 0.6 -0.2 -0.08
C -2.97867 -5.47993 -3.99036 0.0 0.3 0.0 0.01
C -1.81748 -7.58806 -3.35716 -1.1 -0.9 -0.5 -0.28
O -2.74574 -8.25895 -3.79128 0.6 0.5 0.3 0.10
C -0.64550 -8.24154 -2.74112 0.3 -0.6 0.2 -0.09
C -0.61843 -9.63599 -2.60844 0.2 -0.1 0.1 0.01
C 0.49195 -10.26307 -2.03911 -0.2 0.3 -0.1 -0.05
C 1.57945 -9.50252 -1.61041 -0.1 0.3 -0.1 -0.05
C 1.55282 -8.11281 -1.73623 0.0 -0.3 0.0 0.01
C 0.43359 -7.48063 -2.29392 0.3 -0.5 0.2 -0.09
C 0.39992 -6.00787 -2.38986 1.1 0.6 0.4 -0.27
O 1.35333 -5.33838 -2.00908 -0.5 -0.3 -0.2 0.08
H -3.91496 -3.59591 -4.45843 0.1 -0.1 0.1 0.10
H -2.05067 -2.23719 -3.53779 0.0 -0.2 0.0 0.09
H -0.05402 -3.35059 -2.58579 -0.1 -0.3 -0.1 0.11
H -3.80327 -6.06904 -4.38787 0.3 0.0 0.2 0.12
H -1.46204 -10.23738 -2.94352 0.1 0.3 0.0 0.12
H 0.50866 -11.34556 -1.93226 0.0 0.2 0.0 0.11
H 2.44759 -9.99126 -1.17351 -0.2 0.1 -0.1 0.11
H 2.40346 -7.52523 -1.39483 -0.3 0.0 -0.1 0.12
```
Positions in Å, forces in eV/Å.

Values from the calculation:
total charge	+1
DFT total energy	-2532.79901	a.u.
2S+1	1

=====

# 2
The ion C17H37ClN2O3P3S with charge +1 at a distorted geometry, computed with ωB97M-V with the def2-TZVPD basis set.

Structure (XYZ):
```
64
Properties=species:S:1:pos:R:3:forces:R:3:lowdin_charge:R:1
C 3.06939 -2.08397 -0.22542 -0.7 -0.7 0.1 -0.14
C 2.17660 -3.02671 -1.07727 0.5 0.8 0.2 -0.42
P 1.11101 -2.28009 -2.36925 -1.0 -1.3 -0.9 0.93
C 2.32675 -1.42276 -3.44641 0.2 0.2 1.2 -0.27
C 0.21969 -0.82182 -1.56573 0.4 -0.3 -0.5 -0.46
C -1.09704 -0.48119 -2.21037 0.1 0.4 0.0 -0.23
N -1.52544 0.82281 -1.68941 0.2 -0.3 -0.2 0.00
C -1.78689 0.88510 -0.24943 -0.7 -0.7 -0.4 -0.44
C -2.18302 2.33761 0.13778 0.4 0.5 -0.1 -0.18
C -2.06849 3.42277 -0.93884 -0.5 0.0 0.5 -0.07
C -2.97249 -0.02939 0.13699 -0.1 0.0 -0.1 -0.15
C -4.31525 0.35316 -0.52666 0.0 -0.1 0.7 -0.24
C -5.05311 -0.82571 -1.13264 0.1 0.3 0.4 -0.57
Cl -4.46988 -1.22870 -2.75994 0.0 0.0 -0.2 0.61
C -0.47758 0.44043 0.48433 -0.6 1.5 -0.1 -0.39
C -0.63444 0.47120 2.01794 0.5 0.2 0.5 -0.17
C 0.55291 0.92000 2.89072 -0.4 -0.5 0.4 -0.16
C 1.74067 -0.03212 2.84944 -0.1 -0.3 0.9 -0.20
O 2.89600 0.64931 3.32046 0.4 0.5 -1.1 0.00
C 4.00056 0.45478 2.51593 0.8 -1.9 -0.3 -0.48
C 4.71552 1.70250 2.10082 -0.2 0.0 0.3 0.02
O 4.35059 -0.66914 2.17474 -0.9 2.0 0.5 0.10
P 0.85075 1.69179 0.02657 0.7 -0.3 -0.6 0.87
O 2.17925 1.02953 0.13009 0.1 0.0 0.3 -0.38
N 0.05427 -0.87436 -0.06248 0.8 0.5 0.7 -0.17
P -0.68393 -2.40703 0.60652 -1.0 -1.9 -0.5 0.46
S -1.53150 -3.64048 -0.58698 0.3 0.4 0.0 0.31
H 3.03660 -1.05110 -0.55540 0.3 0.1 -0.1 0.04
H 4.08611 -2.45375 -0.19635 0.2 0.2 0.0 0.09
H 2.73774 -2.11293 0.81377 0.1 0.1 0.1 0.04
H 1.57481 -3.69156 -0.46549 -0.1 -0.1 0.1 0.03
H 2.82056 -3.69583 -1.64328 0.0 -0.1 -0.2 0.08
H 2.95507 -2.20100 -3.86521 0.0 -0.1 -0.3 0.05
H 1.82655 -0.85863 -4.22144 0.0 0.0 -0.2 0.04
H 2.97933 -0.78249 -2.85195 0.1 0.3 -0.2 0.04
H 0.88976 0.00200 -1.80056 0.1 0.2 0.6 0.08
H -0.89255 -0.33150 -3.26802 0.0 -0.1 -0.2 0.13
H -1.83286 -1.27713 -2.14874 -0.1 -0.2 0.2 0.03
H -2.32778 1.11205 -2.22917 -0.2 0.2 0.1 0.10
H -1.61318 2.68401 0.99844 0.1 -0.1 0.1 0.09
H -3.20780 2.36315 0.49091 -0.2 -0.2 0.0 0.11
H -1.05539 3.68868 -1.21042 0.2 -0.2 -0.3 0.06
H -2.51905 4.32186 -0.52460 0.0 0.1 0.1 0.09
H -2.66720 3.17664 -1.80771 0.2 0.0 -0.3 0.07
H -3.09741 -0.00075 1.21835 -0.1 0.0 0.1 0.12
H -2.79306 -1.07225 -0.12555 0.3 -0.1 -0.1 0.05
H -4.22051 1.17766 -1.22672 0.0 0.0 -0.3 0.10
H -4.96388 0.71659 0.26934 -0.1 0.2 0.0 0.12
H -6.11181 -0.60319 -1.16225 -0.2 -0.1 -0.4 0.08
H -4.90701 -1.69910 -0.50671 -0.1 -0.2 0.0 0.08
H -0.93525 -0.47213 2.46256 -0.1 -0.2 -0.3 0.09
H -1.45313 1.14065 2.25660 -0.2 0.1 -0.1 0.12
H 0.82288 1.96645 2.80336 0.3 0.1 -0.4 0.11
H 0.16343 0.84452 3.90486 -0.1 0.2 0.2 0.13
H 1.54484 -0.84838 3.54492 -0.1 -0.3 -0.1 0.14
H 1.93347 -0.46537 1.87488 0.2 0.1 0.0 0.06
H 4.25748 2.59708 2.50456 0.0 0.1 0.2 0.09
H 4.65647 1.74818 1.01844 0.1 -0.1 -0.2 0.09
H 5.75553 1.64593 2.39740 0.2 0.0 0.0 0.09
H 0.61798 2.10422 -1.28452 -0.4 0.3 0.1 0.04
H 0.65604 2.82786 0.82145 -0.2 0.0 0.0 0.05
H 1.03177 -0.88216 0.28475 0.0 -0.1 -0.1 0.07
H -1.59444 -2.00994 1.58226 0.4 0.5 0.1 -0.01
H 0.40098 -2.96586 1.29575 0.2 0.6 0.1 0.01
```
Positions in Å, forces in eV/Å.

Values from the calculation:
total charge	+1
DFT total energy	-2887.36516	a.u.
2S+1	1

=====

# 3
A structure of composition C23H55BrFGaO4PS at a distorted geometry, computed with ωB97M-V with the def2-TZVPD basis set.

Structure (XYZ):
```
87
Properties=species:S:1:pos:R:3:forces:R:3:lowdin_charge:R:1
C 2.03242 0.85774 1.55526 1.4 0.3 1.1 -0.18
C 3.10142 0.15876 2.42167 -0.7 -0.6 -0.4 -0.21
C 3.65018 -1.15732 1.80972 0.5 0.5 0.7 -0.18
C 5.16612 -1.24333 1.51132 -0.6 0.1 -0.6 -0.21
C 5.84694 0.03830 1.04836 0.0 -0.5 0.5 -0.22
C 5.22514 0.65218 -0.18218 0.4 -0.1 -0.4 -0.20
C 5.01574 -0.33960 -1.32461 0.1 0.4 0.2 -0.21
C 5.02525 0.34877 -2.67526 0.1 0.0 -0.2 -0.22
C 4.18840 1.60076 -2.71109 -0.8 0.1 -0.4 -0.22
C 2.72701 1.33211 -2.38620 -0.1 0.4 0.0 -0.20
C 2.02314 2.52133 -1.74444 -0.4 -0.5 0.4 -0.18
C 0.85194 2.07629 -0.84647 -0.2 1.2 -0.3 -0.23
C -0.53916 2.52674 -1.30838 0.5 -1.4 0.0 -0.19
C -1.22387 1.42748 -2.14322 -0.6 0.7 -0.1 -0.29
C -2.59447 1.02379 -1.56850 0.8 -0.7 -0.1 -0.25
Ga -2.49850 -0.63845 -0.39323 -1.2 0.4 0.4 0.32
C -4.20403 -0.76714 0.77822 0.8 0.0 -0.6 -0.25
C -4.23834 0.24595 1.85871 -0.4 -0.2 0.2 -0.32
F -3.82370 1.51576 1.40283 -0.1 0.4 0.1 -0.11
C -2.36068 -2.34592 -1.49156 0.1 0.5 0.1 -0.25
C -1.50866 -2.19237 -2.74724 0.0 -0.3 0.1 -0.39
C -0.08258 -2.63208 -2.51050 -0.1 0.0 -0.6 -0.58
S 0.92094 -2.58829 -4.03293 0.6 0.3 0.0 0.65
P -0.63404 -0.42102 1.08175 -0.1 -0.6 -0.3 0.44
O -0.83178 1.00393 1.93883 -0.8 -0.4 0.4 -0.46
Br -1.03920 -2.02309 2.68382 -0.3 0.1 0.1 0.12
H 1.24238 1.21293 2.20850 0.3 0.3 -0.1 0.04
H 2.40463 1.73467 1.04206 0.4 -0.1 -0.1 0.05
H 1.55151 0.17178 0.87407 0.4 0.0 0.0 -0.05
H 2.58009 -0.12296 3.32761 0.0 -0.1 0.4 0.09
H 3.87838 0.84412 2.72734 0.4 0.2 0.0 0.09
H 3.44462 -1.94329 2.52287 -0.1 -0.4 0.1 0.09
H 3.05941 -1.40894 0.94226 -0.1 0.0 -0.5 0.09
H 5.69374 -1.69897 2.33831 0.2 0.1 0.4 0.10
H 5.27719 -1.94972 0.69673 0.0 -0.4 -0.1 0.08
H 6.88174 -0.20842 0.82300 0.3 -0.1 -0.1 0.11
H 5.89921 0.74998 1.86346 -0.1 0.4 0.2 0.10
H 5.90374 1.42024 -0.54355 0.2 0.3 0.0 0.11
H 4.29227 1.15366 0.03036 -0.3 0.1 0.2 0.09
H 5.80939 -1.07645 -1.31542 0.2 -0.4 0.1 0.11
H 4.07050 -0.84762 -1.16791 -0.1 -0.3 0.0 0.10
H 4.67107 -0.34924 -3.42665 -0.1 -0.2 -0.3 0.11
H 6.04339 0.60094 -2.95865 0.4 0.0 0.0 0.11
H 4.54179 2.35922 -2.02395 0.4 0.1 0.2 0.09
H 4.22468 2.05348 -3.69645 0.2 0.1 -0.3 0.11
H 2.16865 1.08921 -3.28488 0.0 -0.4 -0.3 0.12
H 2.63196 0.47515 -1.72961 0.0 -0.2 0.2 0.09
H 1.65923 3.19087 -2.51376 -0.1 0.3 -0.2 0.10
H 2.72292 3.09172 -1.14106 0.3 0.1 0.1 0.10
H 0.88577 0.99996 -0.75706 -0.2 -0.2 0.0 0.05
H 1.00445 2.45885 0.15565 -0.1 0.2 -0.1 0.08
H -0.46068 3.43510 -1.89036 -0.1 0.4 0.0 0.10
H -1.12882 2.68964 -0.41633 -0.3 0.3 0.2 0.09
H -1.34293 1.81009 -3.15786 0.0 -0.1 -0.3 0.09
H -0.57637 0.56023 -2.21419 0.3 -0.2 -0.1 0.06
H -3.01033 1.85292 -1.01830 -0.3 0.2 0.2 0.03
H -3.25401 0.78095 -2.39664 -0.4 -0.1 -0.1 0.04
H -5.05865 -0.69088 0.11122 -0.3 -0.1 0.0 0.04
H -4.16146 -1.74779 1.23756 -0.2 -0.4 0.1 0.04
H -5.23594 0.40481 2.27579 -0.2 0.1 0.1 0.08
H -3.58654 -0.04520 2.67239 0.3 0.1 0.2 0.08
H -2.02196 -3.19106 -0.90060 0.1 -0.3 0.2 0.04
H -3.37632 -2.58760 -1.79316 -0.3 0.1 0.1 0.04
H -1.51059 -1.17177 -3.11204 0.0 0.3 -0.1 0.07
H -1.88708 -2.80078 -3.56639 -0.2 -0.2 -0.2 0.09
H -0.05111 -3.63639 -2.11395 0.0 -0.3 0.2 0.06
H 0.41592 -1.97072 -1.81022 0.2 0.1 0.2 0.06
H 0.14028 -3.26685 -4.88311 -0.2 -0.1 0.2 -0.17
H -0.45860 0.91189 2.82979 -0.1 0.1 -0.4 0.03
C -7.38322 2.41566 1.53469 0.4 0.0 0.0 -0.17
O -6.48986 2.97376 2.48845 -0.1 0.0 0.0 -0.13
H -8.39702 2.72203 1.78581 0.0 0.0 0.0 0.06
H -7.13998 2.77882 0.53287 -0.1 -0.1 -0.1 0.08
H -7.32392 1.32341 1.55650 -0.1 0.0 -0.2 0.07
H -5.59999 2.68828 2.24028 0.0 0.0 0.0 0.05
C -9.91391 1.11988 3.87504 0.0 0.3 0.0 -0.15
O -10.82951 2.04470 3.29029 0.0 -0.1 0.0 -0.13
H -10.29493 0.11520 3.71250 -0.1 0.0 0.0 0.08
H -8.93051 1.20704 3.41283 0.1 -0.1 0.1 0.05
H -9.82835 1.29945 4.94988 0.1 -0.1 0.0 0.08
H -10.48153 2.92946 3.44030 0.0 -0.1 0.0 0.07
C 4.40549 -5.00835 0.01711 0.0 0.0 0.3 -0.15
O 4.18524 -4.42522 1.29686 0.1 -0.1 -0.1 -0.12
H 4.07634 -4.29336 -0.73239 0.0 0.0 0.0 0.08
H 5.46728 -5.22180 -0.13773 0.0 0.0 -0.1 0.07
H 3.82981 -5.93082 -0.09672 0.0 0.0 -0.1 0.07
H 4.47542 -5.05721 1.96182 -0.1 0.1 0.0 0.07
```
Positions in Å, forces in eV/Å.

Values from the calculation:
total charge	-1
DFT total energy	-6548.48787	a.u.
2S+1	1

=====

# 4
A cluster of 2 separate species, C6H14N2 in total, computed with ωB97M-V with the def2-TZVPD basis set.

Structure (XYZ):
```
22
Properties=species:S:1:pos:R:3:forces:R:3:lowdin_charge:R:1
C -0.67539 0.09079 -1.50301 -0.2 -0.1 0.0 -0.21
C -0.94602 -1.12273 -1.96506 0.0 0.0 -0.1 -0.19
C 0.07843 -2.04462 -2.54642 -0.1 -0.2 -0.1 -0.11
C -1.70178 1.03077 -0.93650 0.3 -0.3 -0.3 -0.10
H 0.35524 0.40933 -1.58329 0.2 0.3 0.2 0.10
H -1.97844 -1.46808 -1.98091 0.0 0.0 0.1 0.10
H 0.10624 -2.99520 -2.01311 0.0 0.0 0.1 0.07
H -0.16883 -2.29784 -3.57970 0.0 0.1 0.0 0.07
H 1.08267 -1.62112 -2.53059 0.0 0.1 0.0 0.07
H -2.68770 0.59360 -1.08190 -0.1 0.1 0.2 0.07
H -1.67134 1.98034 -1.46594 0.0 0.2 0.0 0.07
H -1.53024 1.22448 0.12234 0.0 0.0 0.0 0.06
C 0.45472 0.29097 2.39841 -0.4 -0.1 -0.2 -0.23
C 1.52397 0.86520 1.86823 0.5 0.2 0.1 -0.24
N 2.09561 2.01202 2.51874 0.0 0.0 0.1 -0.02
N -0.20749 -0.83757 1.91677 -0.2 -0.1 0.0 0.04
H 0.03279 0.72894 3.29184 0.1 0.0 0.2 0.11
H 2.03872 0.46182 0.99842 -0.2 -0.1 -0.1 0.10
H 2.20463 2.79219 1.88492 0.0 0.0 0.0 0.06
H 3.01443 1.80961 2.89524 0.0 0.0 0.0 0.06
H -0.33495 -0.88607 0.91521 0.2 0.0 -0.1 0.05
H -1.08529 -1.01685 2.37630 0.0 0.0 0.0 0.07
```
Positions in Å, forces in eV/Å.

Values from the calculation:
2S+1	1
energy relative to the best compared isomer or geometry (same formula, charge and spin)	1.452	eV

=====

What is the formula in the third record? C23H55BrFGaO4PS

=====

What is the 2S+1 in the third record? 1